The following is a DFT calculation (ωB97M-V/def2-TZVPD) of a cluster of 16 separate species, C30H94BO30 in total in a non-equilibrium geometry.

Structure (XYZ):
```
155
C30H94BO30, DFT ωB97M-V/def2-TZVPD
B 0.0709 0.1646 0.0715
H 1.0569 -0.1946 -0.1797
H -0.6630 -0.5962 0.2879
H 0.1711 0.7911 0.9442
H -0.2871 0.8450 -0.6856
C 4.7708 4.1249 0.3157
C 6.2389 4.3594 -0.0495
O 7.0024 4.5033 1.2107
O 4.4809 2.7961 0.6260
H 4.1231 4.5092 -0.4722
H 4.3720 4.7413 1.1214
H 6.2720 5.3128 -0.5767
H 6.4944 3.5634 -0.7490
H 7.1480 3.6410 1.6067
H 3.5684 2.6707 0.8966
C -0.4419 3.1946 -2.7490
C 0.5480 4.1298 -2.0546
O 1.9044 3.7915 -2.1054
O -0.2803 3.2577 -4.1855
H -1.4848 3.4070 -2.5139
H -0.2187 2.1737 -2.4391
H 0.2760 4.2182 -1.0028
H 0.3689 5.1531 -2.3846
H 2.0138 2.8939 -1.7829
H -1.0185 2.8085 -4.6036
C -3.5622 0.3159 -2.0026
C -3.8674 0.2666 -0.5235
O -2.9990 -0.4983 0.3187
O -3.6247 -0.9019 -2.7492
H -2.5381 0.6731 -2.1114
H -4.2190 0.9737 -2.5718
H -4.8618 -0.1773 -0.4765
H -3.7929 1.2863 -0.1458
H -2.1036 -0.2103 0.1263
H -2.7992 -1.3604 -2.5761
C 5.0145 -6.6002 2.6839
C 3.5796 -6.1982 2.2250
O 3.6119 -4.9783 1.4637
O 5.9239 -7.0288 1.6355
H 4.8073 -7.3945 3.4009
H 5.5784 -5.8661 3.2595
H 3.0075 -6.0412 3.1395
H 3.2086 -7.0108 1.6005
H 2.7544 -4.5851 1.2860
H 6.1652 -6.2299 1.1611
C -0.2880 0.7060 7.3958
C -0.6856 0.9620 5.9550
O -2.0735 0.5018 5.7889
O -0.0720 -0.6217 7.7510
H -1.0196 1.1100 8.0955
H 0.5904 1.3245 7.5800
H 0.0541 0.4398 5.3481
H -0.4852 1.9985 5.6839
H -2.1161 0.3752 4.8382
H 0.6058 -0.7214 8.4235
C -2.4696 2.3914 2.9527
C -1.2517 3.0546 2.1493
O -1.2159 2.7534 0.7616
O -2.2729 0.9987 2.8555
H -3.3036 2.6576 2.3034
H -2.5487 2.7139 3.9909
H -0.2933 2.7766 2.5878
H -1.3054 4.1316 2.3084
H -0.6581 1.9870 0.6095
H -2.4852 0.7603 1.9501
C -4.1323 4.4768 0.1831
C -5.1979 4.6511 -0.8958
O -4.9301 3.6124 -1.9095
O -2.8567 4.7904 -0.3508
H -4.0933 3.4543 0.5586
H -4.3133 5.0123 1.1151
H -5.1874 5.7017 -1.1860
H -6.1486 4.3825 -0.4352
H -4.3440 3.9927 -2.5679
H -2.2796 4.2223 0.1649
C 3.4058 0.2262 -2.3367
C 4.1944 -0.7440 -1.4127
O 4.9490 0.0912 -0.5842
O 2.5046 1.0018 -1.6238
H 2.9170 -0.4240 -3.0623
H 4.0877 0.8907 -2.8673
H 4.8484 -1.3630 -2.0269
H 3.4247 -1.2958 -0.8730
H 4.4489 0.8531 -0.2822
H 1.7395 0.4891 -1.3531
C 2.2142 7.1750 2.3522
C 1.8820 5.7440 1.8177
O 2.2967 4.7533 2.7598
O 1.3729 7.5552 3.4390
H 2.0367 7.8964 1.5546
H 3.2787 7.2449 2.5756
H 2.3027 5.6274 0.8189
H 0.7986 5.6346 1.7691
H 2.0291 3.9317 2.3413
H 1.7374 8.3919 3.7368
C 0.2710 -3.4545 1.2579
C -1.1733 -3.8778 1.2291
O -1.5365 -3.8111 -0.0962
O 1.1588 -4.1988 0.4411
H 0.6539 -3.5633 2.2726
H 0.2970 -2.3817 1.0672
H -1.6858 -3.1586 1.8680
H -1.3247 -4.9092 1.5478
H -1.4021 -2.9204 -0.4281
H 0.6971 -4.4800 -0.3522
C -4.6626 -3.8090 -0.3490
C -4.5873 -5.1650 0.3073
O -5.7190 -5.5461 1.0875
O -4.4959 -2.9329 0.7371
H -5.6571 -3.6714 -0.7735
H -3.8578 -3.7157 -1.0782
H -3.6978 -5.2177 0.9351
H -4.5084 -5.8316 -0.5514
H -5.8120 -4.8252 1.7146
H -4.2062 -2.0759 0.4160
C -2.5006 0.8106 -5.4353
C -2.1723 0.1246 -6.7993
O -0.7870 0.1134 -7.1421
O -2.3616 2.2321 -5.4729
H -1.9069 0.4457 -4.5971
H -3.5426 0.6881 -5.1398
H -2.7602 0.6459 -7.5548
H -2.4169 -0.9368 -6.7586
H -0.3142 -0.3679 -6.4591
H -2.7119 2.5796 -6.2964
C 2.2291 1.5517 2.8888
C 2.4306 -0.0007 2.9065
O 1.1993 -0.7055 2.8356
O 2.1142 2.0478 1.6061
H 2.9911 2.1790 3.3513
H 1.2903 1.6857 3.4263
H 2.9284 -0.2956 3.8302
H 3.0418 -0.5045 2.1576
H 0.7642 -0.5350 1.9970
H 1.4786 1.5039 1.1352
C 0.0012 -2.8613 -3.9855
C 0.2624 -1.8768 -2.7827
O -0.8737 -1.5095 -2.0820
O -0.4634 -2.1093 -5.0283
H -0.6867 -3.6563 -3.6976
H 0.9583 -3.3442 -4.1824
H 0.6802 -0.9563 -3.1903
H 0.9722 -2.2251 -2.0323
H -0.5455 -0.9548 -1.3706
H -0.7703 -2.6838 -5.7336
C -1.0021 -6.8769 -1.6626
C 0.3890 -6.7330 -2.3104
O 0.8932 -5.3996 -2.1872
O -1.9416 -5.8227 -2.0180
H -0.9678 -6.9471 -0.5754
H -1.3282 -7.8510 -2.0269
H 0.3609 -7.0572 -3.3506
H 1.0669 -7.4104 -1.7911
H 1.6330 -5.2933 -2.7897
H -1.8435 -5.1180 -1.3736
```

Molecular weight: 945.9 Da
Frontier orbital gap: 9.08 eV
Net charge: -1
Energy: -3481.2016 Eh